A 2-piece molecular cluster, C18H29N3O6 overall at a distorted geometry. Source: OMol25; level of theory: ωB97M-V/def2-TZVPD.

Last column: Löwdin charge in e.
Geometry (Å):
C (2.01, -1.86, -2.57)  -0.024
O (0.81, -2.26, -1.87)  -0.045
C (-0.24, -1.46, -1.99)  -0.464
O (-0.38, -0.60, -2.86)  0.088
C (-1.24, -1.84, -0.90)  -0.186
C (-1.86, -3.20, -1.24)  -0.088
C (-3.23, -2.87, -1.84)  -0.134
C (-3.60, -1.48, -1.29)  -0.119
N (-2.32, -0.91, -0.88)  -0.002
C (-2.16, 0.27, -0.26)  -0.120
C (-0.89, 0.88, -0.18)  -0.046
C (-0.76, 2.34, 0.13)  -0.164
C (-2.08, 3.14, 0.21)  -0.184
C (-3.24, 2.31, 0.75)  -0.189
C (-3.43, 1.03, -0.06)  -0.124
H (2.68, -1.43, -1.82)  0.071
H (2.38, -2.80, -2.98)  0.093
H (1.77, -1.13, -3.35)  0.094
H (-0.66, -1.80, 0.03)  0.166
H (-1.21, -3.78, -1.91)  0.126
H (-1.96, -3.73, -0.29)  0.124
H (-3.17, -2.82, -2.93)  0.119
H (-3.99, -3.61, -1.57)  0.113
H (-4.13, -0.86, -2.03)  0.135
H (-4.28, -1.59, -0.43)  0.128
H (-0.16, 0.57, -0.98)  0.115
H (-0.13, 2.52, 1.01)  0.116
H (-0.20, 2.69, -0.75)  0.121
H (-1.92, 4.00, 0.87)  0.109
H (-2.33, 3.54, -0.78)  0.115
H (-3.02, 2.04, 1.79)  0.121
H (-4.18, 2.87, 0.75)  0.114
H (-3.84, 1.28, -1.06)  0.145
H (-4.18, 0.40, 0.43)  0.118
C (5.94, 1.20, -1.79)  -0.078
C (4.67, 1.72, -1.16)  -0.211
O (3.75, 0.62, -0.87)  -0.014
C (2.61, 1.00, -0.25)  -0.532
O (2.40, 2.11, 0.19)  0.077
N (1.65, -0.07, -0.18)  0.053
N (0.70, 0.10, 0.72)  0.016
C (1.26, -0.11, 2.05)  -0.507
O (2.45, -0.20, 2.30)  0.098
O (0.31, -0.20, 2.99)  -0.012
C (0.85, -0.44, 4.34)  -0.206
C (-0.36, -0.63, 5.21)  -0.082
H (6.47, 2.03, -2.26)  0.076
H (6.61, 0.79, -1.03)  0.076
H (5.76, 0.44, -2.56)  0.077
H (4.90, 2.24, -0.23)  0.123
H (4.16, 2.41, -1.84)  0.123
H (1.52, -1.30, 4.34)  0.123
H (1.43, 0.44, 4.63)  0.126
H (-0.07, -0.88, 6.23)  0.077
H (-0.94, 0.29, 5.22)  0.077
H (-0.99, -1.43, 4.81)  0.078

The HOMO energy is -6.721 eV. The energy above the lowest of the compared OMol25 structures with the same formula, charge and spin comes out at 5.632 eV. The value obtained for the HOMO-LUMO gap is 0.198 hartree. The strongest force on any atom comes out at 4.00 eV Å⁻¹.

---

C18H29N5O6P2ReS3Se2Te3 as an isolated structure. Source: OMol25; level of theory: ωB97M-V/def2-TZVPD.

Last column: Löwdin charge in e.
Geometry (Å):
Re (-0.02, 0.41, -0.67)  0.250
Se (-2.27, 0.46, 0.01)  -0.050
Te (-3.52, -1.79, -0.23)  0.193
Te (-1.33, -3.36, -0.54)  0.216
Se (0.39, -1.73, 0.39)  -0.040
N (2.94, 3.56, -1.37)  0.161
C (2.72, 2.61, -2.53)  -0.494
C (3.62, 3.04, -3.68)  -0.078
P (3.26, 1.00, -1.79)  0.296
O (3.39, 0.01, -3.05)  -0.125
O (4.57, 1.31, -1.18)  -0.283
O (2.12, 0.54, -0.92)  -0.588
P (0.93, 2.90, -2.92)  0.302
O (0.70, 2.21, -4.35)  -0.134
O (0.79, 4.37, -2.98)  -0.275
O (0.15, 2.13, -1.88)  -0.550
H (3.90, 3.42, -1.03)  0.146
H (2.30, 3.34, -0.59)  0.050
H (2.74, 4.52, -1.68)  0.151
H (4.67, 3.00, -3.37)  0.088
H (3.38, 4.05, -4.01)  0.087
H (3.49, 2.36, -4.51)  0.084
H (4.31, -0.25, -3.16)  0.089
H (0.67, 2.89, -5.03)  0.090
C (-2.02, -2.05, -5.86)  -0.046
N (-1.40, -2.12, -4.55)  -0.202
C (-0.39, -3.16, -4.44)  -0.104
C (-1.41, -1.04, -3.72)  -0.667
S (0.03, -0.73, -2.85)  0.674
N (-2.53, -0.30, -3.70)  -0.188
C (-2.55, 1.12, -3.43)  -0.074
C (-3.85, -0.88, -3.94)  -0.080
H (-1.27, -2.28, -6.62)  0.095
H (-2.39, -1.05, -6.06)  0.088
H (-2.84, -2.76, -5.96)  0.096
H (-0.78, -4.06, -4.91)  0.094
H (-0.18, -3.37, -3.40)  0.006
H (0.54, -2.87, -4.94)  0.092
H (-1.55, 1.48, -3.22)  0.028
H (-3.18, 1.34, -2.57)  0.051
H (-2.95, 1.65, -4.30)  0.103
H (-3.81, -1.96, -3.86)  0.087
H (-4.26, -0.59, -4.91)  0.091
H (-4.51, -0.51, -3.16)  0.067
N (-1.55, -1.18, 3.37)  0.107
C (-0.57, -0.71, 4.16)  -0.699
N (0.61, -0.40, 3.73)  0.070
C (1.38, 0.13, 4.75)  -0.340
C (2.68, 0.60, 4.61)  -0.036
C (3.33, 1.12, 5.72)  -0.095
C (2.70, 1.18, 6.96)  -0.105
C (1.40, 0.73, 7.12)  -0.101
C (0.75, 0.21, 6.01)  -0.482
S (-0.87, -0.41, 5.87)  1.057
H (-2.39, -1.56, 3.77)  0.094
H (-1.28, -1.50, 2.45)  -0.010
H (3.15, 0.55, 3.64)  0.104
H (4.35, 1.48, 5.62)  0.099
H (3.23, 1.59, 7.81)  0.097
H (0.91, 0.78, 8.08)  0.104
Te (0.76, 1.92, 1.30)  1.053
C (-0.57, 2.53, 2.81)  -0.956
C (-0.07, 3.09, 3.96)  -0.284
C (-1.06, 3.38, 4.92)  -0.201
C (-2.31, 3.05, 4.50)  -0.426
S (-2.28, 2.37, 2.93)  0.890
H (0.99, 3.26, 4.11)  0.094
H (-0.85, 3.82, 5.89)  0.103
H (-3.24, 3.16, 5.03)  0.064

The HOMO energy (spin up / spin down) is -6.661 / -6.755 eV. As for the spin multiplicity: 2. The value obtained for the HOMO-LUMO gap (spin up / spin down) is 0.201 / 0.205 hartree. The strongest force on any atom comes out at 0.62 eV Å⁻¹.

---

The molecule C18H29NO2. Source: OMol25; level of theory: ωB97M-V/def2-TZVPD.

Last column: Löwdin charge in e.
Geometry (Å):
C (-3.62, -3.46, -0.98)  -0.102
C (-3.88, -1.97, -0.81)  -0.217
C (-3.37, -1.42, 0.53)  -0.333
C (-4.09, -2.04, 1.72)  -0.066
C (-3.49, 0.09, 0.50)  -0.134
C (-4.62, 0.75, 0.94)  -0.033
C (-4.72, 2.13, 0.88)  -0.092
C (-3.67, 2.87, 0.36)  -0.090
C (-2.53, 2.23, -0.10)  -0.020
C (-2.44, 0.85, -0.04)  -0.207
O (-1.35, 0.14, -0.48)  -0.053
C (-0.26, 0.83, -1.02)  -0.171
C (0.78, -0.23, -1.44)  -0.182
O (1.88, 0.33, -2.11)  -0.135
C (2.89, 0.88, -1.29)  -0.191
C (3.86, -0.19, -0.76)  -0.174
N (4.99, 0.44, -0.10)  -0.177
C (6.17, -0.40, 0.00)  -0.191
C (5.98, -1.28, 1.25)  -0.168
C (5.06, -0.44, 2.15)  -0.165
C (4.72, 0.80, 1.29)  -0.184
H (-3.92, -3.78, -1.98)  0.069
H (-4.19, -4.04, -0.26)  0.065
H (-2.56, -3.68, -0.86)  0.076
H (-3.38, -1.43, -1.62)  0.112
H (-4.95, -1.77, -0.89)  0.117
H (-2.30, -1.65, 0.60)  0.137
H (-3.77, -3.07, 1.85)  0.073
H (-5.17, -2.05, 1.57)  0.077
H (-3.87, -1.49, 2.63)  0.084
H (-5.44, 0.19, 1.35)  0.109
H (-5.61, 2.63, 1.23)  0.099
H (-3.74, 3.95, 0.30)  0.102
H (-1.73, 2.82, -0.51)  0.102
H (-0.55, 1.40, -1.91)  0.140
H (0.18, 1.52, -0.28)  0.128
H (0.31, -0.92, -2.14)  0.134
H (1.08, -0.80, -0.55)  0.124
H (2.46, 1.45, -0.47)  0.110
H (3.45, 1.56, -1.93)  0.130
H (3.32, -0.89, -0.11)  0.121
H (4.23, -0.75, -1.62)  0.128
H (7.03, 0.27, 0.14)  0.116
H (6.32, -0.97, -0.91)  0.113
H (5.50, -2.22, 0.97)  0.100
H (6.93, -1.51, 1.72)  0.100
H (5.55, -0.14, 3.07)  0.100
H (4.16, -0.99, 2.41)  0.097
H (5.38, 1.63, 1.55)  0.116
H (3.69, 1.13, 1.42)  0.109

The HOMO energy is -8.405 eV. The energy above the lowest of the compared OMol25 structures with the same formula, charge and spin comes out at 1.243 eV. The value obtained for the HOMO-LUMO gap is 0.338 hartree. The strongest force on any atom comes out at 0.54 eV Å⁻¹.

---

The molecule C18H29NOS. Source: OMol25; level of theory: ωB97M-V/def2-TZVPD.

Last column: Löwdin charge in e.
Geometry (Å):
C (0.81, 4.42, -5.12)  -0.411
S (-0.05, 2.82, -5.13)  0.801
C (0.07, 2.35, -3.37)  -0.455
C (1.10, 1.24, -3.13)  -0.440
C (2.53, 1.75, -3.35)  -0.057
N (0.85, 0.64, -1.83)  -0.144
C (1.24, 1.43, -0.68)  -0.176
C (0.55, 0.87, 0.56)  -0.108
C (0.93, -0.59, 0.83)  -0.436
C (2.41, -0.73, 1.25)  -0.217
O (2.73, -0.05, 2.44)  -0.048
C (0.10, -1.19, 1.98)  -0.127
C (-1.41, -0.97, 1.94)  -0.150
C (-2.06, -1.78, 3.03)  -0.242
C (-2.24, -1.24, 4.30)  -0.045
C (-2.80, -1.99, 5.32)  -0.088
C (-3.19, -3.29, 5.08)  -0.100
C (-3.02, -3.84, 3.82)  -0.089
C (-2.45, -3.09, 2.81)  -0.047
C (0.69, -1.38, -0.47)  -0.109
C (1.32, -0.72, -1.70)  -0.179
H (0.28, 5.11, -4.48)  0.032
H (1.83, 4.29, -4.78)  0.022
H (0.80, 4.78, -6.14)  0.026
H (0.30, 3.26, -2.82)  0.070
H (-0.91, 1.99, -3.07)  0.077
H (0.90, 0.46, -3.87)  0.130
H (2.74, 2.62, -2.72)  0.078
H (3.25, 0.97, -3.11)  0.075
H (2.67, 2.03, -4.39)  0.064
H (0.91, 2.46, -0.83)  0.120
H (2.33, 1.45, -0.54)  0.122
H (-0.52, 0.92, 0.38)  0.118
H (0.77, 1.49, 1.43)  0.122
H (2.63, -1.78, 1.45)  0.133
H (3.07, -0.40, 0.44)  0.112
H (2.60, 0.89, 2.30)  0.082
H (0.49, -0.78, 2.92)  0.124
H (0.29, -2.27, 2.01)  0.128
H (-1.64, 0.08, 2.09)  0.113
H (-1.81, -1.29, 0.97)  0.112
H (-1.94, -0.22, 4.49)  0.112
H (-2.94, -1.55, 6.29)  0.100
H (-3.63, -3.88, 5.87)  0.098
H (-3.32, -4.86, 3.63)  0.100
H (-2.32, -3.52, 1.83)  0.113
H (1.07, -2.39, -0.37)  0.125
H (-0.39, -1.43, -0.65)  0.117
H (1.03, -1.28, -2.59)  0.125
H (2.43, -0.77, -1.62)  0.117

The HOMO energy is -8.449 eV. The energy above the lowest of the compared OMol25 structures with the same formula, charge and spin comes out at 0.095 eV. The value obtained for the HOMO-LUMO gap is 0.336 hartree. The strongest force on any atom comes out at 0.58 eV Å⁻¹.